Molecular formula: C39H40IrN3O2S2Sb
Method: DFT, the ωB97M-V functional and the def2-TZVPD basis

CARTESIAN COORDINATES (ANGSTROEM)
Ir -0.523 -1.240 0.007
O -1.406 -0.076 -1.307
S -1.566 0.634 -2.617
C -0.523 -0.240 -3.838
C -0.507 -1.747 -3.590
C -1.870 -2.424 -3.783
C -1.948 -3.801 -3.127
S -2.286 -3.781 -1.332
O -1.332 -2.836 -0.663
C -3.907 -2.979 -1.324
C -4.101 -1.786 -0.619
C -5.351 -1.164 -0.607
C -6.421 -1.737 -1.288
C -6.245 -2.937 -1.975
C -4.994 -3.561 -1.988
C -0.581 2.140 -2.487
C 0.418 2.259 -1.514
C 1.166 3.433 -1.415
C 0.913 4.495 -2.282
C -0.087 4.385 -3.248
C -0.834 3.209 -3.352
H 0.502 0.138 -3.769
H -0.909 -0.005 -4.835
H -0.107 -1.940 -2.590
H 0.207 -2.207 -4.287
H -2.023 -2.549 -4.863
H -2.691 -1.790 -3.441
H -1.010 -4.348 -3.269
H -2.737 -4.395 -3.599
H -3.272 -1.327 -0.082
H -5.480 -0.232 -0.062
H -7.394 -1.252 -1.276
H -7.084 -3.390 -2.497
H -4.884 -4.504 -2.515
H 0.612 1.438 -0.826
H 1.939 3.519 -0.656
H 1.491 5.412 -2.199
H -0.290 5.219 -3.916
H -1.618 3.142 -4.102
N 3.730 -4.965 2.391
C 2.754 -4.450 2.751
N 1.537 -3.825 3.246
C 0.931 -3.027 2.193
N 0.413 -2.378 1.381
C 3.780 2.938 0.903
C 2.601 3.672 1.459
C 2.787 5.023 1.816
C 1.732 5.786 2.308
C 0.471 5.219 2.438
C 0.267 3.886 2.085
C 1.314 3.078 1.608
Sb 0.701 1.027 1.051
C -0.233 0.217 2.884
C -1.408 0.892 3.259
C -2.157 0.498 4.366
C -1.758 -0.597 5.121
C -0.615 -1.305 4.763
C 0.159 -0.918 3.650
C 1.357 -1.748 3.321
C 2.506 -0.120 0.629
C 3.547 -0.223 1.559
C 4.695 -0.964 1.268
C 4.815 -1.612 0.040
C 3.789 -1.519 -0.901
C 2.630 -0.776 -0.619
C 1.539 -0.692 -1.651
H 4.658 3.605 0.769
H 3.531 2.499 -0.085
H 4.102 2.179 1.624
H 3.756 5.496 1.710
H 1.890 6.822 2.577
H -0.354 5.815 2.806
H -0.728 3.495 2.177
H -1.769 1.724 2.681
H -3.057 1.039 4.631
H -2.343 -0.906 5.978
H -0.334 -2.163 5.361
H 1.439 -2.639 3.980
H 2.259 -1.157 3.516
H 1.304 -2.106 2.272
H 3.475 0.280 2.512
H 5.493 -1.034 1.996
H 5.705 -2.186 -0.185
H 3.901 -2.028 -1.850
H 1.796 -1.261 -2.569
H 1.376 0.368 -1.939
H 0.598 -1.111 -1.238
H -1.848 -1.023 1.089

Results
Total charge = +1
Total energy = -2964.96496 a.u.
Multiplicity = 1
E_HOMO = -8.921 eV